{"formula": "C20H16IN3O4Ru", "method": "wB97M-V/def2-TZVPD", "symbols": ["Ru", "C", "C", "N", "C", "C", "C", "O", "C", "C", "N", "C", "C", "C", "C", "C", "C", "I", "C", "O", "H", "H", "H", "H", "H", "H", "H", "H", "H", "H", "H", "H", "O", "C", "O", "C", "C", "C", "C", "C", "N", "H", "H", "H", "H"], "positions_angstrom": [[-1.08, 1.00, -1.74], [3.73, 0.11, -2.24], [2.77, -0.60, -1.32], [3.51, -1.32, -0.33], [3.00, -1.45, 0.82], [1.60, -1.12, 1.22], [1.30, -1.70, 2.57], [0.04, -1.32, 3.07], [0.79, -0.49, 0.35], [-0.67, -0.67, 0.53], [-1.64, -0.25, -0.23], [-3.00, -0.68, 0.00], [-3.38, -1.35, 1.16], [-4.69, -1.77, 1.32], [-5.64, -1.52, 0.34], [-5.29, -0.83, -0.80], [-3.97, -0.41, -0.95], [-3.55, 0.72, -2.68], [1.41, 0.09, -0.93], [0.62, 1.73, -2.51], [4.43, 0.71, -1.66], [3.22, 0.70, -2.99], [4.31, -0.67, -2.73], [3.61, -1.95, 1.58], [2.11, -1.34, 3.22], [1.41, -2.79, 2.51], [-0.02, -1.59, 4.00], [-0.92, -1.32, 1.35], [-2.68, -1.55, 1.95], [-4.97, -2.29, 2.23], [-6.66, -1.86, 0.47], [-6.03, -0.61, -1.56], [1.97, -1.55, -2.19], [0.90, -0.80, -2.05], [-0.17, -0.87, -2.61], [1.17, 1.65, -1.21], [2.33, 2.54, -0.93], [2.33, 3.37, 0.15], [1.20, 3.50, 0.97], [0.00, 2.84, 0.59], [0.00, 2.01, -0.40], [3.17, 2.52, -1.61], [3.20, 3.99, 0.35], [1.18, 4.16, 1.83], [-0.94, 3.05, 1.09]], "s2": 6.04, "spin_multiplicity": 5, "lumo_ev": [-7.66, -8.80], "e_above_lowest_kj_mol": 2.75, "homo_energy_ev": [-15.0, -15.2], "total_charge": 2, "homo_lumo_gap_ev": [7.332, 6.431]}